Record 1
The following is a DFT calculation (ωB97M-V/def2-TZVPD) of a cluster of 11 separate species, C32H74ClFN13O13P in total at a distorted geometry.

```
! RIJCOSX wB97M-V def2-TZVPD def2/J DEFGRID3
* xyz 0 1
O -2.429 -8.708 -3.640
C -1.745 -8.631 -4.733
O -1.302 -9.758 -5.384
N -1.416 -7.284 -5.276
C -0.799 -6.512 -4.181
N 0.292 -7.151 -3.444
P 1.501 -5.993 -2.841
O 1.509 -5.921 -1.118
Cl 3.365 -6.888 -3.316
N -1.301 -5.308 -3.931
F -2.306 -4.845 -4.707
H -0.732 -7.316 -6.045
H -0.043 -7.812 -2.724
H 0.551 -5.898 -0.846
H -0.926 -4.743 -3.151
C 6.659 -8.475 0.193
C 5.875 -7.324 -0.376
O 5.481 -7.312 -1.535
N 5.604 -6.270 0.443
C 5.980 -6.098 1.830
H 6.795 -9.237 -0.575
H 7.643 -8.132 0.519
H 6.116 -8.920 1.030
H 5.075 -5.536 -0.006
H 5.068 -5.975 2.419
H 6.584 -5.192 1.912
H 6.545 -6.945 2.214
C -4.101 -3.857 -0.432
C -2.751 -3.750 -1.084
O -1.974 -4.702 -1.139
N -2.399 -2.553 -1.623
C -3.168 -1.324 -1.657
H -4.241 -4.868 -0.049
H -4.170 -3.158 0.405
H -4.887 -3.652 -1.162
H -1.480 -2.556 -2.042
H -3.308 -1.038 -2.702
H -2.592 -0.547 -1.145
H -4.140 -1.430 -1.179
C -1.599 3.399 0.081
C -2.040 1.969 0.206
O -2.081 1.206 -0.759
N -2.402 1.523 1.438
C -2.421 2.261 2.684
H -1.341 3.612 -0.957
H -2.406 4.066 0.380
H -0.716 3.573 0.699
H -2.688 0.554 1.447
H -1.760 1.755 3.391
H -3.440 2.246 3.074
H -2.095 3.293 2.559
C -1.734 1.274 -3.869
C -2.695 1.615 -4.975
O -3.753 2.193 -4.766
N -2.355 1.259 -6.247
C -1.160 0.576 -6.694
H -2.138 1.618 -2.917
H -1.595 0.192 -3.814
H -0.776 1.771 -4.038
H -3.047 1.519 -6.936
H -0.648 1.219 -7.413
H -1.460 -0.349 -7.191
H -0.486 0.343 -5.872
C -0.584 7.673 1.684
C -1.852 6.925 1.376
O -1.969 5.721 1.586
N -2.890 7.626 0.847
C -2.947 9.038 0.530
H 0.153 6.984 2.099
H -0.174 8.108 0.770
H -0.780 8.455 2.421
H -3.707 7.059 0.667
H -3.762 9.483 1.104
H -3.160 9.139 -0.537
H -2.017 9.552 0.764
C 2.985 -1.649 1.324
C 2.248 -0.576 2.078
O 2.818 0.194 2.840
N 0.903 -0.477 1.891
C 0.059 -1.288 1.041
H 4.046 -1.605 1.574
H 2.605 -2.634 1.605
H 2.877 -1.493 0.249
H 0.476 0.264 2.429
H -0.430 -0.628 0.319
H -0.701 -1.762 1.667
H 0.620 -2.054 0.509
C 7.767 1.697 4.829
C 6.494 0.950 4.532
O 6.378 -0.250 4.745
N 5.452 1.654 4.010
C 5.398 3.063 3.691
H 8.506 1.007 5.239
H 8.171 2.130 3.911
H 7.579 2.481 5.566
H 4.630 1.090 3.835
H 4.589 3.514 4.270
H 5.177 3.165 2.626
H 6.332 3.574 3.917
C 5.858 -6.686 -5.581
C 4.914 -6.376 -6.712
O 3.846 -5.804 -6.533
N 5.281 -6.753 -7.969
C 6.491 -7.431 -8.380
H 5.433 -6.328 -4.642
H 6.007 -7.766 -5.503
H 6.814 -6.182 -5.742
H 4.601 -6.512 -8.675
H 7.011 -6.797 -9.101
H 6.210 -8.369 -8.864
H 7.152 -7.642 -7.541
C -6.983 9.074 1.084
C -6.385 9.515 2.392
O -5.276 10.032 2.462
N -7.117 9.323 3.523
C -8.433 8.734 3.646
H -6.286 9.291 0.274
H -7.170 7.998 1.100
H -7.912 9.617 0.895
H -6.653 9.642 4.362
H -9.097 9.473 4.100
H -8.360 7.866 4.304
H -8.839 8.426 2.685
C -1.420 3.265 7.000
C -2.794 2.887 6.516
O -3.015 1.829 5.941
N -3.810 3.767 6.735
C -3.750 5.056 7.390
H -0.717 2.469 6.755
H -1.089 4.183 6.509
H -1.428 3.398 8.084
H -4.702 3.447 6.384
H -4.427 5.036 8.247
H -4.090 5.816 6.683
H -2.746 5.301 7.729
*
```

Gap between HOMO and LUMO, eV: 6.860

***

Record 2
The following is a DFT calculation (ωB97M-V/def2-TZVPD) of a cluster of 8 separate species, C32H74F3NO10S9 in total at a distorted geometry.

```
! RIJCOSX wB97M-V def2-TZVPD def2/J DEFGRID3
* xyz 0 1
C 0.070 -5.847 2.257
C 0.137 -4.289 2.806
C -1.342 -3.678 3.164
C -2.218 -3.174 1.873
N -1.421 -2.503 0.777
C -2.242 -1.459 0.023
C -2.459 -0.053 0.838
C -2.741 1.260 -0.111
C -1.553 2.405 0.007
C -0.294 2.181 -1.020
C 0.255 3.681 -1.451
C 1.547 3.634 -2.480
O 2.634 2.925 -1.784
C 3.106 1.751 -2.534
C 3.505 0.581 -1.419
F 4.985 0.294 -1.472
F 3.127 1.093 -0.080
F 2.740 -0.648 -1.781
O -0.566 1.288 -2.157
C -1.337 1.955 -3.221
O -1.256 1.427 -4.472
C -0.978 -3.479 -0.303
S 0.690 -3.444 -0.765
S -2.061 -4.736 -1.172
C -1.343 -5.292 -2.810
C -2.203 -4.596 -4.020
C -3.123 -3.312 -3.562
H -0.434 -5.943 1.202
H 1.140 -6.367 2.300
H -0.592 -6.461 3.038
H 0.729 -4.346 3.841
H 0.750 -3.564 2.122
H -1.237 -2.877 4.027
H -1.960 -4.576 3.651
H -2.996 -2.372 2.293
H -2.870 -4.087 1.524
H -1.595 -1.188 -0.941
H -3.231 -1.949 -0.390
H -1.559 0.236 1.553
H -3.423 -0.200 1.526
H -3.723 1.784 0.323
H -3.010 0.966 -1.218
H -2.057 3.440 -0.310
H -1.125 2.491 1.117
H 0.584 1.700 -0.372
H 0.610 4.191 -0.437
H -0.567 4.337 -1.971
H 1.944 4.732 -2.688
H 1.199 3.144 -3.484
H 2.326 1.290 -3.276
H 4.094 1.978 -3.152
H -2.025 2.866 -2.963
H -1.541 -6.465 -2.894
H -0.189 -5.143 -2.931
H -1.423 -4.239 -4.832
H -2.930 -5.402 -4.460
H -4.078 -3.695 -2.961
H -2.531 -2.496 -2.948
H -3.573 -2.756 -4.515
C -3.878 6.990 -0.368
S -5.111 5.670 -0.468
O -4.378 4.363 -0.417
C -5.564 5.973 -2.193
H -3.426 6.968 0.626
H -3.102 6.834 -1.121
H -4.363 7.956 -0.523
H -4.683 5.880 -2.833
H -5.993 6.973 -2.288
H -6.308 5.231 -2.492
C -4.994 -9.503 -2.601
S -3.194 -9.675 -2.557
O -2.622 -8.341 -2.182
C -2.984 -9.875 -4.342
H -5.352 -9.328 -1.584
H -5.273 -8.657 -3.233
H -5.440 -10.423 -2.987
H -3.389 -9.005 -4.866
H -3.497 -10.782 -4.671
H -1.917 -9.964 -4.559
C 9.689 -0.321 -4.333
S 8.013 -0.437 -5.003
O 8.000 0.291 -6.314
C 7.247 0.645 -3.772
H 10.360 -0.899 -4.973
H 10.014 0.722 -4.316
H 9.708 -0.737 -3.323
H 7.724 1.628 -3.790
H 7.348 0.197 -2.780
H 6.187 0.752 -4.014
C -7.444 -3.033 -0.486
S -6.289 -1.945 -1.353
O -4.900 -2.380 -0.990
C -6.667 -0.465 -0.383
H -7.355 -4.039 -0.903
H -7.204 -3.061 0.580
H -8.465 -2.672 -0.631
H -6.475 -0.653 0.676
H -7.714 -0.190 -0.531
H -6.026 0.350 -0.728
C 2.496 4.359 4.278
S 1.763 3.290 3.016
O 0.525 2.681 3.604
C 3.063 2.033 3.062
H 1.828 5.206 4.447
H 2.620 3.804 5.212
H 3.464 4.726 3.929
H 3.151 1.623 4.071
H 4.012 2.478 2.753
H 2.796 1.232 2.368
C 5.126 4.728 -0.502
S 5.129 4.193 1.227
O 4.148 5.053 1.966
C 6.787 4.808 1.607
H 4.158 4.479 -0.942
H 5.283 5.808 -0.559
H 5.916 4.205 -1.047
H 6.839 5.883 1.418
H 7.521 4.282 0.992
H 6.995 4.615 2.662
C 2.710 1.920 9.508
S 2.380 3.153 8.226
O 3.652 3.357 7.458
C 2.197 4.551 9.358
H 2.896 0.958 9.026
H 3.590 2.210 10.088
H 1.840 1.833 10.164
H 3.109 4.677 9.947
H 1.344 4.377 10.019
H 2.019 5.454 8.769
*
```

Gap between HOMO and LUMO, eV: 7.731

***

Record 3
The following is a DFT calculation (ωB97M-V/def2-TZVPD) of a structure of composition C32H74F6NO32S2 at a distorted geometry.

```
! RIJCOSX wB97M-V def2-TZVPD def2/J DEFGRID3
* xyz -3 1
C 0.199 0.364 -2.120
C -0.569 -0.561 -1.593
C -0.713 -0.783 -0.062
O -1.257 -1.821 0.479
C -0.232 0.112 0.854
C 0.609 1.224 0.353
C 0.822 1.336 -1.240
O 1.363 2.359 -1.636
O 1.235 2.044 0.986
O -1.221 -1.363 -2.423
H 0.168 0.501 -3.191
H -0.324 0.077 1.930
C 0.843 -2.989 4.433
F 0.349 -3.218 5.642
F 0.133 -1.957 3.922
F 2.186 -2.643 4.627
S 0.675 -4.531 3.242
O 0.567 -3.999 1.889
O 1.829 -5.410 3.413
N -0.891 -5.298 3.536
S -0.805 -6.001 4.939
O 0.392 -5.737 5.757
O -2.071 -5.848 5.697
C -0.670 -7.885 4.419
F -0.698 -8.657 5.493
F -1.650 -8.282 3.601
F 0.513 -8.146 3.839
C 2.431 -3.566 -3.106
C 1.573 -3.006 -4.274
O 1.430 -1.558 -4.321
O 1.822 -3.340 -1.824
H 3.416 -3.103 -3.045
H 2.552 -4.642 -3.237
H 0.615 -3.524 -4.228
H 2.082 -3.391 -5.157
H 0.838 -1.209 -3.651
H 2.238 -2.512 -1.575
C -0.519 5.621 2.145
C -0.989 4.464 1.255
O -0.352 4.690 -0.022
O 0.840 5.398 2.483
H -1.071 5.777 3.072
H -0.554 6.591 1.650
H -2.076 4.463 1.173
H -0.701 3.460 1.565
H -0.913 4.520 -0.783
H 0.961 5.751 3.367
C 2.998 -2.026 0.717
C 3.799 -1.451 1.815
O 5.077 -2.158 1.854
O 3.614 -1.635 -0.521
H 1.964 -1.709 0.854
H 2.896 -3.110 0.751
H 3.252 -1.527 2.755
H 3.936 -0.371 1.765
H 5.462 -1.910 2.697
H 4.493 -2.016 -0.455
C 1.435 1.031 4.625
C 0.440 2.124 4.058
O 0.137 2.926 5.205
O 2.767 1.504 4.769
H 1.551 0.292 3.832
H 1.039 0.435 5.448
H -0.484 1.807 3.575
H 1.049 2.785 3.440
H -0.696 3.367 5.020
H 3.259 0.821 5.230
C 6.265 2.883 -0.109
C 5.373 1.722 0.246
O 4.044 1.796 -0.344
O 5.708 4.075 0.335
H 6.425 2.961 -1.184
H 7.282 2.638 0.194
H 5.395 1.513 1.315
H 5.934 0.898 -0.196
H 3.692 0.929 -0.555
H 6.440 4.678 0.487
C -2.645 0.975 -6.891
C -1.822 0.827 -5.624
O -2.595 0.094 -4.696
O -2.663 -0.140 -7.758
H -2.165 1.775 -7.454
H -3.660 1.203 -6.566
H -1.602 1.810 -5.205
H -0.892 0.273 -5.755
H -1.979 -0.160 -4.005
H -3.164 0.140 -8.528
C -5.642 -1.022 -4.127
C -4.892 -1.698 -3.018
O -5.043 -1.032 -1.779
O -5.200 0.287 -4.541
H -6.675 -0.889 -3.804
H -5.728 -1.680 -4.992
H -3.845 -1.688 -3.319
H -5.198 -2.743 -2.955
H -4.369 -0.365 -1.632
H -4.280 0.225 -4.809
C -3.122 -5.946 -2.736
C -2.517 -4.555 -2.955
O -2.657 -3.781 -1.726
O -2.740 -6.549 -1.507
H -2.781 -6.526 -3.593
H -4.211 -5.966 -2.695
H -3.045 -3.999 -3.730
H -1.452 -4.638 -3.170
H -2.171 -2.991 -1.975
H -2.789 -7.499 -1.636
C 4.418 4.045 3.383
C 4.305 5.591 3.240
O 4.231 6.029 1.895
O 3.445 3.257 2.659
H 4.342 3.877 4.457
H 5.425 3.729 3.110
H 5.173 6.079 3.683
H 3.323 5.862 3.626
H 4.495 6.949 1.966
H 3.070 2.497 3.109
C 1.458 4.864 -6.022
C 1.201 3.510 -5.313
O 0.396 3.650 -4.164
O 2.212 5.688 -5.145
H 0.529 5.359 -6.304
H 2.074 4.647 -6.894
H 2.143 3.077 -4.975
H 0.764 2.804 -6.019
H 0.272 2.923 -3.549
H 2.838 6.140 -5.715
C -3.964 -1.579 4.994
C -3.231 -2.799 4.468
O -3.077 -2.600 3.096
O -3.112 -0.449 4.831
H -4.088 -1.698 6.071
H -4.946 -1.335 4.590
H -3.758 -3.735 4.657
H -2.210 -2.850 4.845
H -2.738 -1.711 2.970
H -3.389 0.399 5.185
C -4.475 2.160 0.103
C -3.800 1.390 1.267
O -2.463 1.884 1.483
O -3.961 1.566 -1.116
H -4.193 3.211 0.050
H -5.565 2.142 0.113
H -3.754 0.318 1.073
H -4.320 1.534 2.214
H -1.833 1.238 1.154
H -4.640 1.551 -1.794
*
```

Gap between HOMO and LUMO, eV: 4.874
Energy above the lowest of the compared OMol25 structures with the same formula, charge and spin, kcal/mol: 0.00

***

Look up the gap between HOMO and LUMO of the first one.
6.860 eV

***

Look up the gap between HOMO and LUMO of the second one.
7.731 eV